133
Properties=species:S:1:pos:R:3:mulliken_charge:R:1 method="wB97M-V/def2-TZVPD" total_energy_ha=-2253.3293 total_charge=+6 e_above_lowest_kj_mol=0.00 spin_multiplicity=1 lumo_energy_ev=-9.02 orbital_gap_ev=3.67
C -9.4990 10.9615 -4.5568 -1.462
C -8.3579 10.0809 -5.0386 0.306
C -7.9721 8.9219 -4.1634 -0.623
O -6.9390 8.2513 -4.8796 -0.355
C -6.2690 7.0655 -4.3083 -0.679
N -8.7605 9.6810 -6.4913 -0.334
H -7.9794 9.4218 -7.0767 0.339
H -9.5210 9.0174 -6.5266 0.345
H -9.2222 10.4040 -7.0245 0.363
H -10.4868 10.5186 -4.4296 0.404
H -9.6345 11.8513 -5.1716 0.435
H -9.2616 11.3603 -3.5705 0.387
H -7.4359 10.6115 -5.2764 0.245
H -8.8394 8.2724 -4.0451 0.382
H -7.7342 9.2582 -3.1543 0.429
H -6.5254 7.0755 -3.2490 0.312
H -5.1944 7.0244 -4.4861 0.241
H -6.6436 6.1470 -4.7603 0.266
C 9.2718 2.1755 -7.2521 -1.181
C 9.1984 1.0408 -6.2656 0.086
C 8.2639 1.2951 -5.0569 -0.864
O 6.9394 1.4963 -5.5993 -0.288
C 5.9630 1.8176 -4.6478 -0.780
N 8.7570 -0.3738 -6.8977 -0.268
H 8.1079 -0.1044 -7.6231 0.371
H 9.6294 -0.8175 -7.1470 0.354
H 8.2066 -0.9132 -6.2449 0.306
H 10.2016 2.2039 -7.8202 0.384
H 9.2521 3.1487 -6.7616 0.334
H 8.4157 2.0774 -7.9197 0.339
H 10.1899 0.8632 -5.8493 0.376
H 8.6580 2.1031 -4.4405 0.482
H 8.3435 0.4839 -4.3333 0.446
H 5.8500 0.9851 -3.9533 0.322
H 4.9860 2.0236 -5.0849 0.266
H 6.2406 2.6641 -4.0197 0.317
C -8.9317 -4.0166 -2.9972 -1.284
C -8.8055 -5.5153 -2.6079 0.273
C -10.1810 -6.2362 -2.5638 -0.801
O -11.1806 -5.5358 -1.7986 -0.325
C -12.5546 -6.0685 -1.7205 -0.654
N -7.9421 -6.2192 -3.7495 -0.336
H -8.5492 -6.4490 -4.5233 0.357
H -7.3295 -5.4793 -4.0616 0.328
H -7.5590 -7.0985 -3.4330 0.348
H -9.0533 -3.3441 -2.1481 0.316
H -9.8388 -3.9113 -3.5923 0.306
H -7.9855 -3.6620 -3.4060 0.499
H -8.1872 -5.6015 -1.7144 0.293
H -10.0100 -7.1826 -2.0507 0.439
H -10.5440 -6.5651 -3.5375 0.398
H -12.8806 -6.2769 -2.7395 0.321
H -13.1696 -5.2353 -1.3803 0.235
H -12.5094 -6.9169 -1.0377 0.287
C -2.0515 3.2855 6.4721 -1.392
C -1.1799 3.0855 7.7762 0.307
C -0.3593 1.8316 7.6708 -0.670
O 0.0263 1.3786 8.9728 -0.323
C 1.0617 0.3757 9.0820 -0.702
N -0.2078 4.2587 8.0297 -0.308
H -0.0719 4.2870 9.0301 0.365
H 0.6635 4.2680 7.5190 0.337
H -0.5853 5.1499 7.7410 0.329
H -2.8350 2.5277 6.4715 0.411
H -1.5649 3.1620 5.5046 0.364
H -2.5477 4.2494 6.5850 0.426
H -1.8447 3.1150 8.6394 0.276
H 0.5688 2.1158 7.1749 0.317
H -0.8865 1.1309 7.0233 0.396
H 0.6912 -0.6308 8.8878 0.277
H 1.5911 0.5275 10.0227 0.277
H 1.8148 0.6221 8.3334 0.313
C 1.9556 -9.9204 -0.6844 -1.332
C 0.6598 -10.3156 0.1020 0.085
C 0.9936 -11.2421 1.3328 -0.590
O 1.6798 -10.5672 2.2849 -0.335
C 2.1186 -11.2121 3.5092 -0.746
N -0.1333 -9.0957 0.4221 -0.252
H -1.0963 -9.3562 0.5798 0.383
H 0.1989 -8.8104 1.3323 0.341
H -0.1347 -8.2709 -0.1608 0.329
H 2.2164 -10.8063 -1.2634 0.370
H 2.8261 -9.6854 -0.0720 0.302
H 1.8445 -9.1039 -1.3979 0.439
H -0.0196 -10.7614 -0.6245 0.307
H 1.5819 -12.0354 0.8716 0.366
H 0.0738 -11.6981 1.6989 0.457
H 1.5412 -12.0813 3.8244 0.348
H 1.9541 -10.5278 4.3415 0.251
H 3.1857 -11.3881 3.3740 0.276
C 5.7710 7.5641 1.7119 -1.234
C 4.8407 8.6777 2.2798 0.055
C 3.4310 8.5014 1.6638 -0.847
O 2.7192 7.2879 1.8372 -0.331
C 1.6241 6.9650 1.0121 -0.759
N 4.8385 8.6092 3.7919 -0.235
H 3.9143 8.8109 4.1459 0.315
H 4.9771 7.7548 4.3124 0.358
H 5.4595 9.3775 4.0022 0.372
H 5.2918 6.5935 1.8399 0.347
H 6.6888 7.6201 2.2973 0.396
H 6.0063 7.7637 0.6665 0.383
H 5.1920 9.6874 2.0673 0.317
H 3.5513 8.6189 0.5868 0.458
H 2.7526 9.3299 1.8675 0.505
H 0.8943 7.7736 0.9711 0.327
H 1.1899 6.0017 1.2798 0.244
H 1.9413 6.9103 -0.0293 0.330
C 6.3303 -5.8290 4.7049 -1.275
C 6.0743 -5.7685 3.1543 0.024
C 4.9418 -4.7092 2.8081 -0.861
O 5.3027 -3.4314 3.3127 -0.326
C 4.3256 -2.4117 2.9378 -0.727
N 7.4111 -5.5712 2.4765 -0.206
H 7.9437 -4.8839 2.9903 0.377
H 7.9182 -6.4333 2.3358 0.356
H 7.1484 -5.1947 1.5769 0.334
H 6.8229 -6.7095 5.1174 0.392
H 5.3984 -5.6349 5.2359 0.343
H 6.9224 -4.9840 5.0564 0.392
H 5.6033 -6.6577 2.7354 0.381
H 4.0960 -5.0948 3.3773 0.419
H 4.5994 -4.7277 1.7734 0.501
H 3.3786 -2.7736 3.3383 0.324
H 4.4191 -2.2541 1.8633 0.301
H 4.4233 -1.4558 3.4524 0.251
C -1.4454 0.0736 -1.5029 -0.736
C -1.6198 -1.4144 -1.5389 0.502
O -1.6667 -2.0592 -0.5389 -0.696
O -1.6736 -1.9576 -2.6673 -0.759
H -2.3873 0.3943 -1.9479 0.174
H -0.6989 0.5897 -2.1066 0.259
H -1.3671 0.4090 -0.4688 0.256

=====

141
Properties=species:S:1:pos:R:3:mulliken_charge:R:1 method="wB97M-V/def2-TZVPD" total_energy_ha=-2816.2719 spin_multiplicity=1 smiles="COC[C@H](C)N.COC[C@H](C)N.COC[C@H](C)N.COC[C@H](C)N.COC[C@H](C)N.NC(N)=O.NC(N)=O.OCCO.OCCO.OCCO.OCCO" lumo_energy_ev=0.26 orbital_gap_ev=9.22
C -23.2015 32.0919 6.0214 -0.648
O -23.5981 32.8447 4.8798 -0.328
C -23.8629 31.9957 3.7549 -0.650
C -24.6398 32.5651 2.5580 0.183
C -24.8708 31.7545 1.3096 -1.210
N -24.0511 33.7940 2.0846 -0.677
H -24.0223 31.4156 6.2601 0.291
H -23.0652 32.7859 6.8508 0.246
H -22.2965 31.5779 5.6975 0.282
H -22.9405 31.5551 3.3768 0.368
H -24.4983 31.2039 4.1517 0.331
H -25.6789 32.7787 2.8086 0.269
H -25.7359 32.1522 0.7789 0.302
H -25.0833 30.7169 1.5672 0.346
H -23.9323 31.7368 0.7556 0.315
H -23.0955 33.5035 1.9345 0.285
H -24.1218 34.4861 2.8168 0.295
C -36.1635 34.3671 -9.8937 -0.729
O -37.2652 35.2093 -9.5121 -0.334
C -37.2957 36.4741 -10.1645 -0.858
C -38.3677 37.3768 -9.5942 0.668
C -39.8404 36.9468 -9.7121 -1.230
N -38.0754 38.7841 -9.9649 -0.756
H -36.0505 34.3847 -10.9776 0.301
H -36.3261 33.3362 -9.5792 0.263
H -35.2335 34.5695 -9.3623 0.278
H -36.2730 36.8415 -10.0797 0.360
H -37.3028 36.3914 -11.2513 0.399
H -38.0255 37.4341 -8.5609 0.183
H -40.0466 36.5746 -10.7157 0.290
H -40.5097 37.7482 -9.3993 0.367
H -40.1651 36.1662 -9.0241 0.308
H -38.6226 39.3980 -9.3786 0.238
H -37.1143 39.0395 -9.7888 0.253
C -27.9494 19.0359 -2.9646 -0.723
O -27.6757 18.4554 -4.2372 -0.333
C -27.7808 16.9774 -4.1748 -0.770
C -27.7794 16.3605 -5.6195 0.420
C -29.0435 16.7041 -6.4843 -1.227
N -27.7196 14.8966 -5.4463 -0.770
H -27.7059 20.0957 -3.0396 0.243
H -27.3257 18.5717 -2.2006 0.304
H -29.0190 19.0231 -2.7551 0.298
H -27.0655 16.5049 -3.5016 0.398
H -28.7045 16.5733 -3.7605 0.341
H -26.8519 16.5815 -6.1476 0.319
H -28.9796 16.4750 -7.5480 0.324
H -29.4249 17.7130 -6.3270 0.301
H -29.8774 16.0823 -6.1586 0.321
H -27.1019 14.9074 -4.6473 0.268
H -28.5469 14.5548 -4.9785 0.286
C -29.7365 37.0764 -5.8767 -0.713
O -30.0891 38.4612 -5.7004 -0.325
C -31.2195 38.8388 -6.5398 -0.616
C -31.3535 40.3637 -6.2592 0.562
C -32.1783 40.6159 -5.0095 -1.402
N -32.0293 40.9875 -7.3773 -0.685
H -28.6595 37.1835 -5.7481 0.239
H -29.9434 36.7327 -6.8902 0.338
H -30.1667 36.4840 -5.0692 0.236
H -30.9403 38.7334 -7.5882 0.358
H -32.1283 38.2604 -6.3734 0.313
H -30.3487 40.7841 -6.2205 0.229
H -31.6941 40.1789 -4.1362 0.318
H -33.2354 40.3963 -5.1592 0.373
H -32.2730 41.6697 -4.7475 0.371
H -32.0973 41.9861 -7.5120 0.221
H -31.6235 40.6298 -8.2303 0.184
C -35.3823 22.4400 -3.5132 -0.746
O -36.7039 22.4324 -3.2301 -0.347
C -36.9933 23.2826 -2.0799 -0.720
C -37.5854 22.5035 -0.8879 0.409
C -38.7547 21.5540 -1.2450 -1.341
N -38.1305 23.5375 0.0577 -0.746
H -35.1829 22.0652 -4.5171 0.267
H -34.5761 21.9952 -2.9298 0.272
H -35.2237 23.5131 -3.6202 0.343
H -36.1344 23.8865 -1.7872 0.441
H -37.8254 23.9591 -2.2749 0.312
H -36.7708 21.9469 -0.4245 0.303
H -38.6088 20.9814 -2.1610 0.355
H -39.5755 22.1293 -1.6730 0.312
H -39.1488 20.9208 -0.4501 0.317
H -37.3615 24.1496 0.2905 0.277
H -38.6669 24.2020 -0.4816 0.292
N -35.7087 31.7192 -2.9379 -0.396
C -35.4230 30.4532 -3.1029 0.677
N -34.6964 30.1267 -2.1005 -0.380
O -35.6933 29.7513 -4.0744 -0.666
H -35.5077 32.1333 -2.0389 0.164
H -36.2211 32.1310 -3.7047 0.219
H -34.4597 30.7260 -1.3227 0.163
H -34.2013 29.2567 -2.2346 0.219
N -29.8840 27.3414 -6.1437 -0.375
C -28.7333 26.9600 -5.7925 0.646
N -28.6495 25.6695 -5.8216 -0.405
O -27.8086 27.6100 -5.4567 -0.635
H -30.4061 26.7307 -6.7557 0.182
H -30.1299 28.3195 -6.0885 0.218
H -29.3882 25.0795 -6.1770 0.160
H -27.7579 25.3163 -5.5047 0.209
O -24.3499 29.8853 -11.3331 -0.502
C -23.7682 29.4922 -10.1100 -0.475
C -22.3206 30.0054 -9.9505 -0.335
O -21.5277 29.5545 -11.0520 -0.492
H -24.1729 29.2100 -11.9921 0.317
H -24.3070 29.9305 -9.2700 0.275
H -23.9436 28.4179 -10.0524 0.341
H -21.9440 29.7375 -8.9633 0.272
H -22.3839 31.0897 -9.8592 0.287
H -21.7129 28.6159 -11.1311 0.313
O -19.4465 20.3043 -3.6305 -0.516
C -20.2229 19.6953 -4.6391 -0.350
C -21.0622 20.6410 -5.4270 -0.376
O -20.3820 21.8319 -5.8254 -0.522
H -18.8527 19.6311 -3.2903 0.292
H -19.5157 19.1755 -5.2855 0.304
H -20.8282 18.8806 -4.2418 0.311
H -21.9274 20.9662 -4.8492 0.248
H -21.4760 20.1120 -6.2855 0.295
H -19.8315 22.1642 -5.1126 0.315
O -31.3418 24.2964 -11.7819 -0.516
C -29.9989 24.4931 -12.2595 -0.366
C -29.6505 23.4831 -13.3595 -0.393
O -30.3450 23.6732 -14.5795 -0.518
H -31.8425 24.6525 -12.5196 0.309
H -30.0614 25.5431 -12.5451 0.288
H -29.2568 24.3977 -11.4669 0.286
H -29.7836 22.4424 -13.0639 0.254
H -28.5900 23.3880 -13.5926 0.346
H -29.7735 24.1915 -15.1508 0.310
O -19.4626 25.4651 -2.1819 -0.493
C -20.2879 25.9979 -1.1518 -0.432
C -21.5568 25.1745 -0.8315 -0.385
O -21.1688 23.9094 -0.3011 -0.525
H -18.5762 25.7887 -2.0052 0.306
H -19.7723 26.2726 -0.2317 0.341
H -20.6443 26.9664 -1.5025 0.291
H -22.1298 24.9172 -1.7223 0.269
H -22.2228 25.7676 -0.2048 0.313
H -20.4468 23.5997 -0.8528 0.315

=====

138
Properties=species:S:1:pos:R:3:mulliken_charge:R:1 method="wB97M-V/def2-TZVPD" total_energy_ha=-2659.3788 e_above_lowest_kj_mol=166.25 spin_multiplicity=1 lumo_energy_ev=-0.21 orbital_gap_ev=8.97
C -0.9671 -5.2996 1.8267 -0.029
C -1.7172 -6.5633 1.2088 -0.698
O -1.8244 -6.4565 -0.1753 -0.409
O -1.7255 -4.1020 1.8235 -0.218
H -0.0410 -5.1042 1.2861 -0.111
H -0.7752 -5.5230 2.8762 0.303
H -2.7416 -6.4606 1.5669 0.353
H -1.3431 -7.4824 1.6597 0.370
H -2.5849 -6.9690 -0.4594 0.268
H -2.5956 -4.2881 2.1838 0.160
C 0.2439 -1.2836 1.0907 1.523
C 0.5852 -0.3130 -0.0187 -1.061
O 0.0148 0.9739 0.1411 0.442
O -1.1801 -1.4495 1.1962 0.569
H 0.6315 -0.9175 2.0414 -1.003
H 0.6797 -2.2698 0.9304 0.028
H 0.1212 -0.7526 -0.9016 -0.016
H 1.6488 -0.3494 -0.2540 0.414
H -0.9268 0.8191 0.2468 -0.318
H -1.3106 -2.3433 1.5211 -0.326
C 0.7795 -3.3662 -1.9227 -0.135
C -0.7635 -3.3941 -2.0770 0.371
O -1.1407 -4.5224 -2.7374 -0.625
O 1.2059 -4.1892 -0.8497 -0.477
H 1.0853 -2.3216 -1.8647 -0.311
H 1.1904 -3.7704 -2.8479 0.582
H -1.0705 -2.5222 -2.6547 -0.203
H -1.3101 -3.4089 -1.1340 0.208
H -1.3498 -5.1920 -2.0821 0.407
H 0.9238 -5.0753 -1.0878 0.306
C -2.4849 -0.0582 4.1210 -0.176
C -3.7953 0.5193 3.7818 -0.764
O -4.3426 0.0255 2.5526 -0.490
O -1.4225 0.5378 3.4191 -0.405
H -2.3201 -1.1041 3.8622 0.154
H -2.3275 0.0544 5.1937 0.404
H -3.7770 1.6012 3.9132 0.401
H -4.5324 0.1751 4.5073 0.489
H -5.2235 0.3992 2.4758 0.255
H -1.3342 0.0272 2.6109 0.114
C 5.7306 1.8878 -0.1266 -0.328
C 4.8855 0.6152 -0.4766 0.130
O 4.5455 0.5248 -1.8648 -0.413
O 7.0352 1.8807 -0.6683 -0.556
H 5.8504 1.9192 0.9564 0.272
H 5.0946 2.7077 -0.4604 0.244
H 4.0019 0.5974 0.1614 -0.233
H 5.4280 -0.2791 -0.1697 0.343
H 5.3612 0.4555 -2.3663 0.286
H 7.1304 1.6564 -1.5968 0.311
C 0.4478 5.2171 -5.1425 -1.238
C -1.0487 5.0562 -5.3499 0.264
C -1.5608 3.7724 -4.6506 -0.098
O -1.5880 4.0374 -3.2632 -0.449
C -1.8473 2.9706 -2.3739 -0.021
N -1.7130 6.2346 -4.9597 -0.837
H 0.6582 5.1719 -4.0740 0.062
H 0.8591 6.1575 -5.5095 0.410
H 0.9960 4.3909 -5.5951 0.278
H -1.1775 4.9314 -6.4251 0.500
H -0.9099 2.9370 -4.9082 -0.109
H -2.5587 3.5190 -5.0086 0.344
H -1.3517 2.0672 -2.7295 -0.478
H -2.8997 2.7012 -2.2844 0.517
H -1.6165 3.1814 -1.3297 0.048
H -2.6481 6.1114 -5.3209 0.313
H -1.8589 6.0068 -3.9866 0.371
C -5.1657 0.9671 -0.8146 -1.489
C -4.0811 -0.1360 -0.9719 0.377
C -3.5604 -0.1684 -2.4685 0.661
O -4.5854 -0.3059 -3.4216 -0.486
C -4.3227 -0.1519 -4.7775 -0.678
N -2.9556 0.3315 -0.0867 -0.024
H -4.8553 1.9807 -1.0687 0.211
H -5.5526 1.0541 0.2007 0.350
H -6.0549 0.6970 -1.3842 0.408
H -4.4687 -1.1140 -0.6867 0.469
H -2.8721 -1.0113 -2.5303 -0.069
H -3.0746 0.7398 -2.8251 -0.218
H -5.1078 -0.5874 -5.3955 0.291
H -3.4865 -0.8168 -4.9940 0.264
H -4.1189 0.8670 -5.1067 0.234
H -2.4723 -0.5375 0.0903 -0.364
H -3.4292 0.4999 0.7894 -0.047
C 2.5086 1.2845 3.0171 -0.496
C 3.5695 0.2442 3.5145 -0.417
O 4.5938 0.9322 4.1838 -0.582
H 1.6183 0.8779 2.5374 0.037
H 3.0535 2.0193 2.4245 0.273
H 2.2453 1.8871 3.8863 0.222
H 3.8829 -0.3868 2.6828 0.187
H 3.0435 -0.3730 4.2430 0.383
H 5.1311 0.4585 4.8229 0.323
C 1.2002 0.7664 -5.3151 -1.466
C 0.9374 0.0752 -3.9709 1.064
O 0.1400 -1.0580 -4.1978 -0.388
H 1.8935 0.1858 -5.9235 0.536
H 1.7679 1.6922 -5.2221 0.325
H 0.2849 0.9378 -5.8816 0.272
H 0.4180 0.7617 -3.3021 -0.751
H 1.8680 -0.1038 -3.4323 0.115
H 0.6682 -1.6678 -4.7181 0.269
C 0.0991 3.8145 2.6934 -0.267
C -0.3080 3.7850 4.1907 -0.466
O -1.6169 3.2824 4.3523 -0.584
H -0.5862 4.4757 2.1630 0.392
H 0.0908 2.8150 2.2585 -0.292
H 1.1246 4.1725 2.6025 0.367
H -0.1797 4.7255 4.7265 0.405
H 0.3579 3.0538 4.6490 0.123
H -1.5163 2.3559 4.1217 0.244
C 2.3208 2.8167 -2.0479 0.037
C 1.7912 3.7251 -0.9761 0.394
O 1.9636 5.0795 -1.2853 -0.661
H 3.3647 3.0135 -2.2923 0.406
H 1.7559 2.7627 -2.9785 -0.047
H 2.3759 1.8082 -1.6382 -0.475
H 2.2357 3.5806 0.0086 0.231
H 0.7419 3.4988 -0.7872 -0.207
H 1.5588 5.6203 -0.6033 0.342
C 0.2132 -2.6824 5.0035 0.250
C -0.7712 -2.5912 6.1811 -0.565
O -0.7440 -3.7777 6.9728 -0.547
H -0.1147 -3.5242 4.3937 -0.220
H 1.1774 -2.8769 5.4731 0.287
H 0.2577 -1.8151 4.3447 -0.151
H -1.7953 -2.3581 5.8895 0.288
H -0.4593 -1.7656 6.8208 0.357
H -0.9780 -4.5103 6.3983 0.298
C 2.7037 -3.7118 2.7246 -0.149
C 3.8398 -4.0938 1.6515 -0.476
O 4.9129 -3.1576 1.6097 -0.528
H 2.3189 -2.7663 2.3425 -0.380
H 3.1040 -3.6749 3.7378 0.476
H 1.9104 -4.4580 2.7674 0.200
H 3.5052 -4.1692 0.6169 0.183
H 4.2359 -5.0821 1.8849 0.347
H 5.0205 -2.9224 0.6852 0.316